*A*
24
Properties=species:S:1:pos:R:3 method="wB97M-V/def2-TZVPD" gap_ev=10.1320 e_lumo_ev=0.4 smiles="CNC(C)=O.CNC(C)=O"
C 1.3091 1.6836 1.7256
C 3.2456 -0.7858 -0.4090
C 2.5165 1.1453 0.9143
O 3.4264 1.8465 0.5662
N 2.2093 -0.1201 0.3895
H 1.3811 1.5654 2.8247
H 1.3860 -0.6955 0.7119
H 2.5551 -1.2696 -1.3118
H 0.9824 2.7088 1.4535
H 0.3595 1.2540 1.3310
H 3.8637 0.0008 -0.9440
H 3.8538 -1.5306 -0.0006
C -3.3083 -0.1070 0.9671
C -1.3006 -1.3231 -1.9477
C -2.8463 -0.5809 -0.2817
O -3.6870 -0.9353 -1.1358
N -1.4999 -0.6443 -0.6906
H -2.9673 1.0834 1.0628
H -0.7027 -0.3660 -0.1685
H -1.0563 -2.3327 -1.6388
H -4.3590 0.0160 1.0590
H -3.0117 -0.4990 1.8599
H -2.2055 -1.3719 -2.7366
H -0.6573 -0.6948 -2.6491

*B*
24
Properties=species:S:1:pos:R:3 method="wB97M-V/def2-TZVPD" gap_ev=9.5782 e_lumo_ev=0.5
C 0.5773 -1.3953 1.1762
C 0.1437 -2.2752 2.4340
C -0.4667 -0.1882 0.9667
C 0.0423 0.8508 -0.1238
C -1.0074 1.7539 -0.8404
C -0.3626 2.4617 -2.1020
H 1.2916 -3.2419 0.8605
H 0.0994 -2.5607 -0.4133
H 1.5172 -0.8651 1.3147
H -0.5971 0.4741 1.8391
H -1.4898 -0.7525 0.6364
H 0.8036 1.5839 0.2496
H 0.4002 0.4114 -1.1598
H -1.9340 0.9685 -1.1659
H -1.6457 2.3608 -0.1910
H -1.5251 2.6576 -2.7558
H 0.0283 3.3552 -1.5579
H 0.6327 0.4959 -3.2829
H 2.0812 1.6930 -2.6777
H -0.2384 -2.3536 4.0234
N 0.9556 -2.1366 0.0790
N 0.8050 1.6917 -3.0161
O -0.3638 -3.3326 2.1278
O 0.2525 -1.6567 3.5793

Most stable pick: *A*. Distance to second place: 535.7 kJ/mol.

*A*
24
Properties=species:S:1:pos:R:3 method="wB97M-V/def2-TZVPD" gap_ev=9.5437 e_lumo_ev=0.5 smiles="CNC(C)=O.CNC(C)=O"
C 0.0510 -0.5887 2.9448
C -1.8564 2.1093 1.1120
C -0.5057 0.1670 1.8185
O -0.8599 -0.4074 0.7329
N -0.7595 1.5251 1.9351
H 1.0353 -0.4667 3.3018
H -0.5903 1.8338 2.9032
H -1.3108 3.0748 0.8175
H -0.6852 -0.6878 3.7765
H 0.3596 -1.6741 2.5252
H -2.0360 1.4070 0.2476
H -2.7543 2.3633 1.6825
C 0.7073 1.1880 -2.0590
C 0.8961 -2.6005 -1.7025
C 1.2686 -1.3072 -2.4566
O 2.2365 -1.3062 -3.2232
N 0.4206 -0.2373 -2.1537
H -0.3046 -0.4871 -1.4239
H 1.8111 1.2886 -2.2515
H 1.6420 -3.3356 -1.7779
H 0.3008 2.0489 -2.7643
H 0.2808 1.5826 -1.2164
H 0.7447 -2.5571 -0.6396
H -0.0917 -2.9328 -2.1287

*B*
24
Properties=species:S:1:pos:R:3 method="wB97M-V/def2-TZVPD" gap_ev=9.7052 e_lumo_ev=0.5 smiles="CNC(C)=O.CNC(C)=O"
C -1.3965 0.9063 2.7507
C -2.5136 0.2381 -0.7395
C -1.4718 0.9316 1.2647
O -1.1681 1.9306 0.6413
N -2.0967 -0.1017 0.6209
H -0.3916 1.2189 3.1298
H -2.3623 -0.9891 1.0985
H -1.6646 0.7144 -1.2227
H -2.2620 1.4224 3.2147
H -1.5454 0.0356 3.4070
H -2.9550 -0.5972 -1.2217
H -3.2539 1.0795 -0.7064
C 2.1053 1.2101 -1.5127
C 1.8014 -2.4221 -0.6087
C 2.4645 -1.0829 -0.8617
O 3.6073 -0.7913 -1.1759
N 1.5358 -0.0348 -0.9261
H 0.6188 -0.0274 -0.4387
H 1.6264 1.2749 -2.5245
H 0.7397 -2.3421 -0.4076
H 1.6001 2.0733 -0.8304
H 3.1381 1.3446 -1.4735
H 1.6779 -2.9311 -1.5828
H 2.1665 -3.0607 0.1054

*C*
24
Properties=species:S:1:pos:R:3 method="wB97M-V/def2-TZVPD" gap_ev="6.3337 / 6.3259" e_lumo_ev="0.0 / 0.0"
C -0.7831 -1.6456 0.8520
C -1.7313 0.8516 -0.8203
C -0.0308 -2.7504 0.2062
C -0.4052 0.8251 -0.1010
N -0.4502 -1.1114 2.0147
O -0.2973 1.2578 1.1286
H -1.7724 -1.4072 0.4843
H 0.4664 -1.3840 2.3538
H -0.4933 0.0130 1.9895
H -2.5083 0.3576 -0.2289
H -1.6719 0.3567 -1.7925
H -2.0716 1.8791 -0.9748
H 1.0416 -2.6437 0.3794
H -0.2126 -2.7572 -0.8701
H -0.3513 -3.7268 0.5893
N 1.6234 2.6336 -0.6434
C 0.8887 0.2469 -0.7336
C 0.8552 1.6352 -1.2103
O 1.8574 -0.0735 0.2261
H 1.5330 0.3753 1.0324
H 2.2444 2.3044 0.0828
H 1.1085 3.4489 -0.3323
H 0.7848 -0.5381 -1.4767
H 0.3759 1.8528 -2.1551

Most stable pick: *B*. Distance to second place: 38.3 kJ/mol.

*A*
58
Properties=species:S:1:pos:R:3 method="wB97M-V/def2-TZVPD" gap_ev=8.6571 e_lumo_ev=0.0
C -0.1846 -1.2641 -0.6470
N 0.2345 -1.2924 0.7660
C 1.6678 -1.1038 1.0243
C 1.9693 0.5427 0.8851
C 2.8304 0.9650 -0.2757
O 2.1750 1.2976 -1.4908
C -1.0769 -0.0235 -0.9944
N -2.4995 -0.1494 -0.4790
H -0.7949 -2.2516 -0.7878
H 0.7160 -1.5057 -1.2468
H -0.2366 -1.9808 1.2965
H 2.4619 -1.5887 0.4126
H 1.9322 -1.2681 2.0298
H 2.3615 0.7510 1.9666
H 1.0497 1.1349 0.8074
H 3.4955 0.1776 -0.7757
H 3.5181 1.8616 -0.1342
H -1.3782 0.1381 -2.0497
H -0.6979 0.8932 -0.6496
H -2.8824 -1.0497 -0.5589
H -2.5482 0.1718 0.4770
H 1.2757 1.5616 -1.3616
H 0.3974 0.0396 -4.7464
H 0.8150 0.0385 -3.2735
O 0.4900 -0.5629 -3.9823
H 0.2441 4.2479 4.8553
H -0.4956 3.3949 3.9886
O -0.1556 4.2800 3.9864
H -1.4897 1.1503 3.1631
H -0.0025 0.8816 2.7206
O -0.6533 1.5642 2.8933
H -0.2552 -2.6997 -3.2021
H 0.3144 -4.0643 -2.9006
O 0.0465 -3.3164 -2.3794
H 4.7269 -2.4265 -0.3453
H 4.4451 -1.4304 -1.4221
O 5.1489 -1.8760 -0.9836
H -3.3202 -0.1508 3.0506
H -3.2499 0.7940 4.3081
O -2.7143 0.1464 3.7982
H -0.7517 2.7347 1.4909
H 0.2139 3.7762 1.7155
O -0.1338 3.3227 0.9097
H 0.4322 2.7465 -2.4007
H -0.0416 2.9574 -0.9632
O -0.1959 2.4556 -1.7640
H -2.5528 0.4893 -3.7678
H -1.7143 -0.6780 -3.9685
O -1.9391 0.1410 -4.3921
H -1.5275 -4.6319 -1.4037
H -2.7465 -4.5064 -2.3329
O -2.4470 -4.7527 -1.4696
H 2.0130 3.4625 4.0121
H 1.0845 2.4075 3.1570
O 1.5844 2.5983 3.9195
H -3.1262 -4.0820 0.0092
H -2.1828 -2.7739 0.4115
O -3.0796 -3.1486 0.4016

*B*
58
Properties=species:S:1:pos:R:3 method="wB97M-V/def2-TZVPD" gap_ev=8.7092 e_lumo_ev=0.1
C -0.2808 1.3463 -1.2676
C -0.8155 0.9551 0.1356
C 0.1319 1.1666 1.2872
C -0.1481 0.9970 2.5929
N -0.4616 0.2369 -2.1669
C -0.2487 0.5044 -3.6047
N 1.0261 1.1953 -3.8518
H 0.7113 1.7718 -1.0337
H -0.8377 2.2495 -1.5111
H -1.8441 1.2458 0.3708
H -1.0852 -0.1194 0.2617
H 1.0951 1.6144 1.0203
H 0.6493 1.0728 3.3184
H -1.1527 0.7144 2.8669
H 0.0620 -0.6035 -1.9701
H -1.0369 1.0974 -4.0726
H -0.2243 -0.4467 -4.1369
H 1.7581 0.9174 -3.2093
H 0.9147 2.1966 -3.7693
H -0.1907 4.2004 -0.1086
H -0.1084 4.2440 1.4156
O -0.2604 4.8034 0.6318
H -3.3405 0.6526 3.0692
H -3.2514 0.5717 1.5283
O -2.9511 0.1548 2.3450
H -0.9435 -2.6836 -1.7066
H -1.6748 -3.9398 -1.3254
O -1.1796 -3.5542 -2.0466
H -2.9459 1.3826 -1.5061
H -4.1086 2.2345 -0.8131
O -3.5052 1.4810 -0.7364
H 3.2967 2.2830 0.3639
H 3.7098 0.9676 -0.2420
O 4.0268 1.6514 0.4015
H 2.8448 -0.7686 2.7240
H 1.8324 -1.7646 3.3655
O 2.4587 -1.6579 2.6378
H -0.6530 -1.4133 3.9559
H -0.2701 -2.4405 3.0369
O -0.0693 -2.1836 3.9612
H -3.3624 -2.4177 0.7381
H -3.6342 -1.5849 -0.4677
O -3.9902 -2.3507 -0.0057
H 2.3456 3.7508 0.2628
H 2.2657 3.8364 -1.2561
O 1.9960 3.2936 -0.5072
H -1.9958 -3.5039 1.8875
H -0.9965 -2.7912 1.0582
O -1.7810 -2.6019 1.6196
H 2.9340 -0.9012 -1.4318
H 4.3551 -0.4493 -1.9192
O 3.5659 -0.1648 -1.4636
H 1.3232 -2.3942 1.3757
H 1.2996 -3.9067 1.1995
O 0.7923 -3.1141 0.9690
H 1.1525 -2.2584 -0.6011
H 1.2859 -2.6950 -2.1849
O 1.5140 -2.0797 -1.4846

*C*
58
Properties=species:S:1:pos:R:3 method="wB97M-V/def2-TZVPD" gap_ev=8.2676 e_lumo_ev=-0.5
C -2.0567 -0.5962 -0.6027
N -3.3621 -1.2303 -0.3376
C -3.5629 -1.2501 1.0825
O -2.3583 -1.3504 1.8197
C -1.8689 -0.0229 -2.0750
C -2.5771 1.3155 -2.3281
N -0.3950 -0.0658 -2.3851
C -0.0488 -0.3434 -3.7708
H -1.8917 0.3095 -0.0690
H -1.1496 -1.1940 -0.4352
H -3.2832 -2.0840 -0.8157
H -4.2590 -2.0208 1.3553
H -4.0011 -0.2464 1.2674
H -1.9322 -2.1711 1.5962
H -2.2776 -0.7503 -2.7475
H -1.9381 2.1347 -2.6627
H -3.0864 1.6174 -1.3813
H -3.4336 1.0842 -3.0826
H 0.1201 0.6830 -1.8975
H -0.6323 -1.2497 -4.1342
H 1.1234 -0.4316 -3.6473
H -0.3458 0.3533 -4.6067
H 2.8118 -1.7554 3.3344
H 3.5074 -0.5520 2.6033
O 3.4961 -1.0977 3.4259
H -0.0967 0.0228 4.6959
H 1.4221 -0.0440 4.8358
O 0.6193 -0.5046 5.0376
H 3.1668 1.3431 4.0065
H 2.3951 1.9127 2.8798
O 2.3996 1.1358 3.4604
H -2.4350 3.8421 -1.6426
H -0.9103 4.4177 -1.6929
O -1.8708 4.5888 -1.7638
H 2.0050 2.4215 -2.1882
H 2.4525 1.0327 -2.5022
O 2.0333 1.7707 -2.9431
H 0.1998 0.7079 2.2529
H -1.2149 0.2151 1.8917
O -0.6123 0.9742 1.8667
H 1.7975 4.2324 2.8778
H 1.7775 4.3500 1.2295
O 2.3225 4.3141 2.0311
H -1.3551 -3.4586 -1.1948
H -2.6364 -3.9430 -2.0625
O -2.3255 -3.8188 -1.1668
H 1.9224 1.4153 0.0378
H 0.6067 2.2960 0.2738
O 1.5420 2.3238 0.1340
H 0.8222 -4.4523 -0.3656
H 1.4264 -3.1432 -1.0067
O 0.6834 -3.4724 -0.5038
H 4.0158 -2.6482 0.8659
H 4.7455 -2.2972 -0.4262
O 4.5021 -1.9487 0.4289
H 0.8557 -0.2706 0.3554
H 1.4498 -1.6676 0.3109
O 1.6958 -0.7329 0.4809

Most stable pick: *B*. Distance to second place: 95.2 kJ/mol.